C26H26CrF5IN6O4S | ωB97M-V with the def2-TZVPD basis set

Each line ends with the Löwdin charge.
Geometry (Å):
Cr  -0.56787  0.08566  -0.19592  0.558
C  -2.54683  2.05240  -3.81069  -0.015
C  -1.87017  0.74667  -4.10801  -0.250
N  -1.75887  0.33253  -5.34115  0.123
C  -1.09751  -0.83627  -5.60119  -0.101
C  -0.51041  -1.59844  -4.64259  -0.173
C  0.24398  -2.83516  -5.04724  -0.196
O  -0.30396  -4.04681  -4.49500  -0.066
C  -0.61414  -1.17931  -3.28551  -0.069
C  -0.03544  -1.98966  -2.25283  -0.034
N  0.02381  -1.69828  -1.00079  -0.036
C  0.64081  -2.65297  -0.13913  -0.318
C  1.87742  -3.21485  -0.45037  -0.015
C  2.46015  -4.16079  0.37771  -0.064
C  1.81894  -4.56677  1.54169  -0.085
C  0.59752  -4.00247  1.88478  -0.158
C  0.02733  -3.04895  1.05495  -0.611
I  -1.82198  -2.22144  1.62134  1.068
C  -1.32942  -0.00100  -2.99645  -0.274
O  -1.51388  0.46283  -1.81415  -0.151
H  -2.75171  2.57737  -4.74128  0.078
H  -1.91651  2.66051  -3.15848  0.083
H  -3.48261  1.88560  -3.26858  0.086
H  -1.04006  -1.13206  -6.64639  0.109
H  1.27396  -2.79299  -4.69677  0.118
H  0.26931  -2.88730  -6.13375  0.115
H  -1.23697  -4.08424  -4.73126  0.093
H  0.35765  -2.95645  -2.55730  0.130
H  2.38846  -2.87911  -1.34939  0.117
H  3.42443  -4.57697  0.11426  0.110
H  2.26453  -5.31706  2.18312  0.105
H  0.08027  -4.31397  2.78589  0.091
F  3.38840  0.26829  -5.74257  0.113
C  2.90974  0.78254  -4.60535  -0.157
C  2.90921  0.04432  -3.44695  -0.156
F  3.39237  -1.21212  -3.45206  0.093
C  2.40636  0.59216  -2.28710  -0.260
F  2.50605  -0.17319  -1.19648  0.058
C  1.81913  1.85869  -2.20691  -0.562
S  1.00779  2.45974  -0.78292  0.642
C  1.87971  2.57901  -3.39894  -0.255
F  1.38360  3.81138  -3.44842  0.084
C  2.40879  2.06399  -4.56778  -0.150
F  2.42202  2.79631  -5.68339  0.118
N  0.71198  0.26646  1.57007  0.002
C  0.26552  1.45793  2.33902  -0.288
C  0.69908  1.46310  3.79882  -0.123
C  0.13440  0.30301  4.65583  -0.155
C  -0.71599  0.81052  5.82464  -0.165
N  -1.74426  1.66902  5.24254  0.070
C  -2.35004  2.67957  5.81147  -0.442
N  -2.31688  2.86796  7.14226  0.192
N  -3.00179  3.54947  5.02667  0.200
C  -1.24043  1.67643  2.12614  -0.516
O  -1.91952  2.20711  3.05513  0.006
O  -1.68512  1.34890  1.00467  -0.063
H  0.83093  -0.52245  2.18775  0.072
H  1.61590  0.47259  1.14319  0.076
H  0.71506  2.31846  1.84534  0.102
H  0.37420  2.41507  4.22039  0.123
H  1.78880  1.46355  3.82978  0.122
H  0.93582  -0.31665  5.05360  0.115
H  -0.51135  -0.34407  4.04991  0.086
H  -0.09977  1.37270  6.52895  0.121
H  -1.16922  -0.03027  6.35095  0.119
H  -1.77494  1.71936  4.18899  -0.027
H  -2.02697  2.11423  7.73570  0.108
H  -2.84535  3.60867  7.56418  0.114
H  -2.93276  3.42888  4.02256  0.103
H  -3.52077  4.31909  5.40082  0.116

Properties
**Max |F|**: 0.065 hartree/bohr
**Energy**: -105461.6765 eV
**2S+1**: 5
**Charge**: 0



C4H8N2 | ωB97M-V with the def2-TZVPD basis set

Each line ends with the Löwdin charge.
Geometry (Å):
C  2.96025  -0.50374  0.03418  -0.197
C  -0.60277  0.05861  0.08518  -0.496
C  -1.77058  -0.94435  -0.17820  -0.073
C  -0.85672  1.53567  -0.02040  -0.060
N  2.15448  0.33831  0.36726  0.034
N  0.42265  -0.63151  0.25427  0.132
H  3.98505  -0.24179  0.24799  0.059
H  2.49923  -1.52937  -0.28683  0.091
H  -2.57905  -0.83882  -0.92438  0.070
H  -2.25805  -1.14992  0.84646  0.098
H  -1.22380  -1.82706  -0.57624  0.066
H  0.15423  2.13938  0.07651  0.099
H  -1.41680  1.89947  -0.88443  0.067
H  -1.46812  1.69511  0.95863  0.110

Properties
**Max |F|**: 0.103 hartree/bohr
**Energy**: -7253.5960 eV
**2S+1**: 1
**Charge**: 0



C11H13AuN2O6 | ωB97M-V with the def2-TZVPD basis set

Each line ends with the Löwdin charge.
Geometry (Å):
O  -3.00574  3.10825  1.18189  0.065
C  -3.39784  2.14290  0.72273  0.004
Au  -3.41565  -0.94697  -0.34251  0.736
O  -1.91035  -1.58793  2.30988  0.161
C  -2.62893  -1.34466  1.44815  -0.138
C  -1.97166  -2.87275  -1.68048  0.009
O  -1.48463  -3.53704  -2.45815  0.130
C  -3.08423  -0.01487  -2.17171  -0.264
O  -2.67292  -0.48876  -3.18337  0.105
C  -5.23566  -1.76125  -0.10914  -0.106
O  -6.18426  -2.39402  -0.17812  0.201
H  -3.29140  1.09967  -2.01922  0.117
C  1.07325  -2.07752  -0.09266  0.010
N  1.67805  -0.79657  0.16277  0.007
C  2.58152  -0.66896  1.29096  -0.110
C  3.47662  0.51219  1.02155  -0.122
C  2.70909  1.76998  0.69405  -0.095
N  1.43512  1.51707  0.05608  0.038
C  0.75168  2.67332  -0.46546  0.035
C  0.93455  0.28293  -0.27512  -0.417
O  -0.10963  0.12769  -0.93469  0.027
H  1.78286  -2.85945  0.19270  0.119
H  0.83514  -2.16678  -1.15789  0.107
H  0.14842  -2.22148  0.48730  0.101
H  2.04439  -0.53216  2.24827  0.161
H  3.14648  -1.60497  1.35360  0.147
H  4.13525  0.26602  0.18636  0.138
H  4.10600  0.68088  1.89274  0.142
H  3.30647  2.40034  0.02014  0.163
H  2.51302  2.34821  1.61051  0.164
H  0.71049  3.46603  0.28884  0.128
H  1.28464  3.08222  -1.33518  0.142
H  -0.26010  2.39842  -0.76483  0.093

Properties
**Max |F|**: 0.103 hartree/bohr
**Energy**: -30554.8315 eV
**2S+1**: 3
**Charge**: +2



C10H19N3O2 | ωB97M-V with the def2-TZVPD basis set

Each line ends with the Löwdin charge.
Geometry (Å):
C  -2.75805  0.78680  -1.31430  0.008
C  -0.63669  -0.16008  -1.46590  -0.211
C  -1.94511  -0.85521  0.53795  -0.042
C  0.43225  -1.87550  -0.25385  -0.048
C  -3.10718  0.00317  -0.03402  -0.285
C  -0.97716  -1.31402  -0.60854  -0.197
C  1.36747  -0.93230  -0.90471  -0.175
C  3.55060  -0.74887  0.83648  0.060
C  1.54523  2.17975  1.09121  -0.059
C  2.61419  0.24019  0.14143  -0.446
N  -1.62323  0.64398  -1.91338  0.180
N  0.66879  -0.07302  -1.68410  0.206
N  -3.80482  0.75953  1.00987  0.206
O  3.10295  0.96632  -0.90373  0.083
O  1.83362  0.83239  1.05298  -0.056
H  -3.51868  1.33628  -1.90371  0.155
H  -1.34258  -0.24284  1.23169  0.131
H  -2.18777  -1.86824  1.04881  0.177
H  0.67194  -2.15653  0.82909  0.163
H  0.42463  -2.87887  -0.80324  0.159
H  -3.91777  -0.57457  -0.47361  0.168
H  -1.44860  -2.04652  -1.20989  0.152
H  2.11045  -1.33991  -1.44938  0.113
H  4.49611  -0.28887  1.02483  0.104
H  3.79191  -1.57296  0.17311  0.108
H  3.12168  -1.02123  1.68851  0.050
H  1.69598  2.54168  2.15877  0.138
H  0.51859  2.28122  0.86499  0.067
H  2.03500  2.87948  0.53331  0.070
H  0.99549  0.70079  -2.30789  0.226
H  -4.25394  -0.08633  1.55505  0.244
H  -4.39663  1.44406  0.51901  0.182
H  -3.08222  1.26045  1.66585  0.229
H  4.02357  1.17977  -0.73271  0.140

Properties
**Max |F|**: 0.108 hartree/bohr
**Energy**: -19223.7405 eV
**2S+1**: 1
**Charge**: +2



C2H3N3O | ωB97M-V with the def2-TZVPD basis set

Each line ends with the Löwdin charge.
Geometry (Å):
O  2.19365  0.36359  -0.08170  0.084
C  0.86546  0.21278  -0.03374  -0.515
N  0.25610  -0.91089  -0.49126  0.123
C  -1.00766  -0.67479  -0.20353  -0.180
N  -1.13013  0.52831  0.37049  -0.006
N  0.08146  1.12832  0.49222  0.112
H  2.53976  -0.45661  -0.46041  0.113
H  -1.83462  -1.34896  -0.37712  0.120
H  -1.94969  0.98338  0.73872  0.149

Properties
**Max |F|**: 0.007 hartree/bohr
**Energy**: -8640.1932 eV
**2S+1**: 1
**Charge**: 0



C4H5NO | ωB97M-V with the def2-TZVPD basis set

Each line ends with the Löwdin charge.
Geometry (Å):
C  -1.65185  0.33392  0.33213  0.172
C  0.27370  -0.13129  -1.00069  0.018
C  0.81306  -0.18333  0.27638  -0.522
O  0.08436  -0.25445  1.30379  -0.013
C  2.26099  -0.17923  0.46897  -0.127
N  3.41113  -0.16333  0.59696  0.167
H  -2.06593  -0.29290  1.11233  0.055
H  -2.12705  0.21870  -0.63494  0.035
H  -1.40962  1.35163  0.61149  0.066
H  0.85696  0.21657  -1.85102  0.073
H  -0.44574  -0.91632  -1.21539  0.076

Properties
**Max |F|**: 0.022 hartree/bohr
**Energy**: -7761.6043 eV
**2S+1**: 1
**Charge**: 0



C4H8S | ωB97M-V with the def2-TZVPD basis set

Each line ends with the Löwdin charge.
Geometry (Å):
C  -2.08555  -0.49287  -0.18495  -0.115
C  -0.78384  0.17291  -0.39688  -0.205
C  0.23395  0.02378  0.40207  -0.229
C  1.47427  0.69101  0.03949  -0.559
S  2.87114  -0.45646  -0.31400  0.698
H  -2.14414  -0.89421  0.83792  0.072
H  -2.96083  0.18982  -0.24933  0.082
H  -2.16147  -1.35439  -0.86384  0.081
H  -0.73587  0.71669  -1.35223  0.114
H  0.05073  -0.59614  1.25074  0.107
H  1.24311  1.34951  -0.87183  0.104
H  1.83326  1.33263  0.78395  0.041
H  3.16525  -0.68229  0.91889  -0.193

Properties
**Max |F|**: 0.044 hartree/bohr
**Energy**: -15111.9221 eV
**2S+1**: 1
**Charge**: 0